{
  "formula": "C36H49Cl2IrN8O5PSSb",
  "method": "ωB97M-V/def2-TZVPD",
  "total_charge": 1,
  "homo_ev": [-9.9, -9.8],
  "e_above_lowest_kcal_mol": 17.8,
  "e_lumo_ha": [-0.0782, -0.1712],
  "homo_lumo_gap_ev": [7.73, 5.18],
  "s2": 8.77,
  "spin_multiplicity": 6,
  "total_energy_ha": -4219.62636,
  "symbols": ["Ir", "Sb", "Cl", "Cl", "S", "P", "O", "O", "O", "O", "O", "N", "N", "N", "N", "N", "N", "N", "N", "C", "C", "C", "C", "C", "C", "C", "C", "C", "C", "C", "C", "C", "C", "C", "C", "C", "C", "C", "C", "C", "C", "C", "C", "C", "C", "C", "C", "C", "C", "C", "C", "C", "C", "C", "C", "H", "H", "H", "H", "H", "H", "H", "H", "H", "H", "H", "H", "H", "H", "H", "H", "H", "H", "H", "H", "H", "H", "H", "H", "H", "H", "H", "H", "H", "H", "H", "H", "H", "H", "H", "H", "H", "H", "H", "H", "H", "H", "H", "H", "H", "H", "H", "H", "H"],
  "xyz": [[0.36895, -0.01122, -0.38740], [-3.92084, 1.17095, 0.39419], [-0.00245, 3.68075, -3.74383], [-1.56403, 2.18715, -1.78104], [3.11988, -4.31705, 0.81741], [1.86989, -0.11383, 2.98321], [4.48096, -3.98326, 1.14414], [1.61832, 4.09624, -0.90031], [1.24417, -1.93895, -1.30398], [2.40970, -5.12534, 1.77520], [1.33717, 1.87399, -1.13954], [1.14917, 2.55689, 2.99302], [-0.88333, -0.71605, -2.13842], [2.54927, -0.07707, 0.28013], [4.24333, -0.65074, 1.54144], [0.59131, -2.56566, 3.13716], [0.10746, 1.46377, 1.39711], [2.30603, -2.93435, 0.50213], [-0.14086, -1.36593, 1.44593], [-0.75966, -2.59000, 1.42708], [5.03591, -1.03464, 2.70737], [1.86885, -2.90168, -0.73185], [4.67923, -0.68309, 0.24167], [1.01052, 3.11506, -1.27412], [2.94474, -0.28041, 1.52500], [-2.10744, -2.00837, -3.57500], [0.90369, 0.08314, -3.71946], [-6.72138, 1.70759, -0.98776], [2.92225, -5.03510, -0.79635], [1.77252, -4.42533, -2.81820], [2.17803, -4.13166, -1.53076], [-3.85216, -1.21733, 2.28974], [-1.95009, -1.53343, -2.22512], [-4.81992, 1.09896, -2.53393], [-5.60312, 3.34847, 1.89616], [-0.31615, -0.67594, -3.38193], [-0.32980, 3.45145, -2.01407], [0.97543, 1.35350, 2.39688], [-4.25468, 3.19921, 1.19711], [1.42386, -3.02165, 4.24748], [-0.27941, 2.77828, 1.35388], [2.01044, 2.85525, 4.13490], [-0.31494, -3.33858, 2.46918], [-5.46038, 0.86617, -1.16901], [0.36037, 3.46473, 2.33596], [0.68521, -1.38736, 2.48368], [-6.19686, -0.32199, 1.95921], [3.61993, -0.31838, -0.53192], [3.26587, -6.27406, -1.29617], [-2.82864, -1.89354, -1.09060], [2.12547, -5.66399, -3.34554], [2.85888, -6.57611, -2.59200], [-4.04927, 4.25658, 0.11493], [-1.08485, -1.47511, -4.29226], [-4.71800, 0.02518, 2.10327], [5.68703, -0.96069, -0.02026], [3.57206, -0.21200, -1.60433], [-2.67106, -2.94362, -0.82834], [-4.08681, 5.25939, 0.55498], [-3.87559, -1.80448, -1.38609], [3.02332, 2.50507, 3.95085], [3.82055, -6.98903, -0.70034], [-6.42656, 3.31444, 1.18112], [-6.54067, -0.89340, 2.83002], [-6.81963, 0.57084, 1.88792], [1.54885, 0.21375, -2.85478], [3.10791, -7.54420, -3.00961], [-5.50527, 0.78962, -3.33168], [-3.45190, 3.27127, 1.93787], [-5.76151, 2.57717, 2.65108], [1.62870, 2.38723, 5.03942], [2.35186, -3.44129, 3.86484], [-4.57477, 0.69460, 2.95693], [-6.51084, 2.77070, -1.12473], [1.63274, -2.19737, 4.92242], [2.03963, 3.93024, 4.27856], [-1.47731, -2.86062, 0.67632], [-2.63085, -1.26059, -0.22590], [1.18649, -3.71377, -3.38724], [0.63314, 1.08437, -4.06582], [-4.59175, 2.15734, -2.68545], [6.08761, -0.94315, 2.45626], [-2.90303, -2.65493, -3.91584], [-0.54554, -4.34630, 2.77125], [-4.82800, 4.20222, -0.64924], [1.44587, -0.41154, -4.52463], [-2.79129, -0.95898, 2.34883], [1.81493, -5.93128, -4.34804], [-6.37611, -0.93642, 1.07210], [-3.88980, 0.53632, -2.65190], [4.80926, -0.38201, 3.54491], [-5.65279, 4.31817, 2.40642], [-0.71132, 4.38966, -1.63332], [-4.12661, -1.74005, 3.21314], [-3.08135, 4.14771, -0.37889], [-3.98315, -1.91734, 1.45719], [-7.17790, 1.56196, -0.00977], [-5.70732, -0.19337, -1.04394], [0.90094, -3.80684, 4.78367], [0.33108, 4.50833, 2.60745], [-7.46751, 1.42670, -1.74170], [-0.97995, 3.14851, 0.62424], [4.82896, -2.06934, 2.97350], [-0.85952, -1.61395, -5.33971]],
  "forces_ev_per_a": [[0.44, 0.33, -0.42], [-0.04, 0.07, 0.35], [0.02, 0.05, 0.02], [0.20, 0.44, -0.08], [0.01, -0.16, 0.20], [0.16, -0.06, -0.32], [0.02, -0.01, -0.19], [0.16, -0.39, 0.00], [-0.02, -0.29, 0.58], [-0.12, 0.15, 0.02], [-0.27, -0.13, -0.01], [-0.09, 0.10, 0.00], [0.31, -0.17, 0.14], [-0.18, -0.06, 0.14], [0.11, 0.11, 0.00], [-0.01, -0.06, 0.09], [0.27, -0.05, -0.13], [-0.26, 0.09, -0.09], [0.11, -0.18, -0.31], [-0.03, 0.08, -0.12], [-0.11, -0.10, -0.12], [0.13, 0.14, -0.10], [-0.03, -0.02, 0.11], [-0.56, 0.23, -0.09], [0.29, -0.05, -0.10], [-0.01, 0.01, -0.04], [-0.09, -0.08, 0.06], [-0.08, -0.24, -0.23], [-0.11, 0.11, 0.03], [0.02, -0.10, -0.09], [-0.05, 0.15, -0.12], [-0.07, 0.09, 0.14], [-0.16, 0.05, 0.09], [-0.15, -0.13, 0.00], [0.14, 0.24, 0.08], [-0.01, -0.05, -0.03], [0.44, -0.33, -0.13], [-0.11, 0.19, 0.24], [-0.33, -0.52, -0.30], [0.02, -0.07, -0.10], [-0.13, -0.08, -0.02], [0.00, -0.06, 0.00], [0.10, -0.05, 0.04], [0.19, 0.35, 0.61], [0.03, -0.01, 0.13], [-0.19, -0.07, 0.21], [0.08, -0.03, 0.23], [-0.02, 0.12, -0.05], [0.12, -0.01, 0.13], [0.19, 0.02, -0.11], [-0.02, 0.02, 0.01], [0.01, -0.03, 0.02], [0.08, 0.03, 0.21], [0.01, -0.02, -0.03], [-0.09, 0.22, -0.52], [-0.07, 0.01, 0.06], [-0.04, -0.01, 0.12], [-0.07, -0.03, -0.08], [-0.04, -0.03, -0.06], [-0.03, 0.07, 0.02], [0.01, 0.01, -0.05], [-0.02, 0.05, -0.05], [0.04, -0.01, 0.08], [0.00, 0.00, -0.08], [0.01, -0.06, 0.00], [0.07, 0.01, -0.06], [-0.01, 0.07, -0.01], [0.06, 0.05, 0.02], [0.00, 0.02, 0.00], [-0.04, 0.02, -0.02], [-0.05, -0.02, 0.00], [0.04, 0.00, -0.07], [0.00, -0.03, -0.01], [-0.01, -0.05, 0.05], [-0.04, 0.04, 0.03], [-0.04, 0.04, -0.05], [0.10, 0.02, 0.12], [-0.03, -0.10, -0.10], [0.01, -0.01, 0.03], [-0.03, 0.04, 0.00], [0.03, -0.05, 0.00], [0.03, 0.03, -0.01], [0.06, 0.03, 0.04], [0.04, 0.06, 0.00], [0.06, 0.01, 0.00], [0.00, -0.02, 0.02], [-0.05, -0.05, 0.01], [0.02, 0.02, 0.03], [-0.02, 0.03, 0.05], [-0.01, 0.03, -0.05], [-0.02, 0.07, 0.02], [-0.04, -0.05, -0.03], [-0.11, 0.03, 0.03], [0.02, -0.04, -0.08], [-0.04, 0.02, -0.05], [-0.02, 0.01, 0.11], [0.00, 0.04, -0.05], [-0.03, 0.02, -0.07], [-0.10, 0.03, 0.02], [0.02, -0.12, -0.01], [0.04, 0.06, 0.04], [-0.01, -0.09, 0.08], [0.00, -0.04, -0.05], [-0.02, 0.07, 0.07]],
  "lowdin_charge": [1.599, 1.469, 0.647, 0.610, 0.648, 1.198, -0.298, 0.075, -0.140, -0.299, -0.213, -0.103, -0.063, -0.059, -0.096, -0.099, -0.033, -0.005, -0.037, -0.128, -0.004, -0.467, -0.024, -0.755, -0.459, 0.009, -0.015, -0.142, -0.203, 0.002, -0.135, -0.183, -0.295, -0.178, -0.143, -0.296, -0.951, -0.451, -0.567, -0.007, -0.133, -0.013, -0.032, -0.556, -0.011, -0.477, -0.148, -0.103, -0.020, -0.057, -0.052, -0.053, -0.154, 0.005, -0.565, 0.137, 0.119, 0.096, 0.082, 0.094, 0.086, 0.127, 0.059, 0.081, 0.053, 0.039, 0.113, 0.084, 0.065, 0.055, 0.095, 0.084, 0.076, 0.064, 0.074, 0.098, 0.078, -0.013, 0.112, 0.055, 0.067, 0.101, 0.123, 0.139, 0.065, 0.102, 0.041, 0.110, 0.070, 0.025, 0.078, 0.082, 0.062, 0.083, 0.023, 0.061, 0.049, 0.064, 0.102, 0.139, 0.084, 0.071, 0.084, 0.123]
}